[1]
Formula: C2H3O4S2
Source: the Open Molecules 2025 dataset
Level of theory: ωB97M-V/def2-TZVPD

Calculated values
- energy above the lowest of the compared OMol25 structures with the same formula, charge and spin (eV) = 6.628
- LUMO (eV) = 3.00
- net charge = -1

Geometry as XYZ:
```
11
Properties=species:S:1:pos:R:3:mulliken_charge:R:1
S -1.5092 -1.1726 1.6192 0.45
S -3.2793 -2.1642 -0.7483 0.75
O -2.0296 -0.4897 0.1561 -0.39
O -1.5815 -0.2218 2.7205 -0.55
O -3.6179 -2.5665 0.5880 -0.46
O -2.3495 -2.9929 -1.4841 -0.46
C -0.5941 -0.6386 0.2430 -0.05
C 0.8783 0.5681 0.3538 -0.72
H 1.1250 0.8718 -0.7662 0.08
H -0.0515 -1.3940 -0.3103 0.26
H 0.5528 1.4629 0.8704 0.11
```



[2]
Formula: C8H8N3O
Source: the Open Molecules 2025 dataset
Level of theory: ωB97M-V/def2-TZVPD

Calculated values
- energy above the lowest of the compared OMol25 structures with the same formula, charge and spin (eV) = 2.794
- LUMO (eV) = -7.49
- SMILES string = C1=CC(OCn2ccnc2)=[N+]=C1
- net charge = +1

Geometry as XYZ:
```
20
Properties=species:S:1:pos:R:3:mulliken_charge:R:1
O -0.4498 1.1504 -0.1276 -0.18
N -1.6570 -0.5907 1.1361 -0.40
N 1.6248 0.2277 0.3780 0.13
N 3.0236 -1.4317 -0.0423 -0.51
C -2.4922 0.2214 -0.9150 -0.66
C -1.4518 0.3783 0.1054 0.94
C -3.2942 -0.7547 -0.4765 -0.18
C 3.4174 -0.3711 -0.8307 -0.43
C 1.9985 -1.0176 0.6067 0.20
C 0.6051 1.0948 0.8343 -0.59
C 2.5795 0.7226 -0.6074 -0.38
C -2.6429 -1.3518 0.7613 -0.08
H -2.6806 0.8784 -1.7127 0.45
H -4.0787 -1.2157 -1.1125 0.38
H -2.9835 -2.2936 1.2829 0.38
H 2.3732 1.6139 -1.1423 0.39
H 4.1187 -0.5989 -1.5930 0.41
H 1.6580 -1.7274 1.4882 0.27
H 0.0819 0.5913 1.7632 0.49
H 0.8824 2.1357 1.0057 0.36
```



[3]
Formula: C4H4CuLiO5
Source: the Open Molecules 2025 dataset
Level of theory: ωB97M-V/def2-TZVPD

Calculated values
- energy above the lowest of the compared OMol25 structures with the same formula, charge and spin (eV) = 0.000
- LUMO (spin up / spin down) (eV) = 0.12 / 0.12

Geometry as XYZ:
```
15
Properties=species:S:1:pos:R:3:mulliken_charge:R:1
Cu 2.9806 1.5279 -4.1826 0.36
O 2.7269 1.4452 -2.1020 -0.56
O -0.3141 -1.4092 1.7212 -0.32
O 1.4449 0.2862 -3.4423 -0.38
O 1.5159 -0.1200 1.7170 -0.72
O -0.4647 0.6836 1.0863 -0.28
C -1.7369 0.1114 0.6851 -0.25
C 0.3237 -0.2687 1.5552 0.82
C -1.7049 -1.2498 1.3878 -0.27
C 1.7167 0.5960 -2.2324 -0.37
Li 2.1200 0.9323 0.1197 0.91
H -1.8038 0.0206 -0.4043 0.26
H -2.2828 -1.2654 2.3180 0.25
H -2.0004 -2.0811 0.7415 0.28
H -2.5211 0.7910 1.0316 0.25
```



[4]
Formula: C2H2BrF2I
Source: the Open Molecules 2025 dataset
Level of theory: ωB97M-V/def2-TZVPD

Calculated values
- energy above the lowest of the compared OMol25 structures with the same formula, charge and spin (eV) = 3.553
- LUMO (spin up / spin down) (eV) = -0.49 / -0.98

Geometry as XYZ:
```
8
Properties=species:S:1:pos:R:3:mulliken_charge:R:1
I -0.8345 -2.2634 0.7796 0.09
Br 1.9200 -0.3897 1.1840 -0.03
F -1.9918 0.3906 0.6343 -0.18
F -1.5782 -0.3550 -1.3738 -0.20
C -1.1233 -0.3186 -0.1038 0.16
C 1.2644 0.7078 -0.1224 -0.63
H 1.8212 0.6628 -0.9667 0.39
H 0.5223 1.5656 -0.0312 0.40
```



[5]
Formula: C28H84O14
Source: the Open Molecules 2025 dataset
Level of theory: ωB97M-V/def2-TZVPD

Calculated values
- energy above the lowest of the compared OMol25 structures with the same formula, charge and spin (eV) = 1.905
- LUMO (eV) = 0.25

Geometry as XYZ:
```
126
Properties=species:S:1:pos:R:3:mulliken_charge:R:1
O 3.7563 -2.5199 3.3730 -0.62
O 2.9769 6.0987 -0.3396 -0.59
O 4.7458 0.5497 1.5567 -0.51
O 2.1209 -0.0886 -6.8919 -0.56
O 5.5924 1.1649 -1.1196 -0.64
O -0.6420 3.3597 -2.5660 -0.56
O -0.7917 -1.7738 5.4023 -0.55
O -4.2087 -4.2285 -1.0831 -0.64
O -0.9281 4.9854 2.8034 -0.58
O -4.2633 2.3503 2.1360 -0.53
O -2.0117 -1.2465 -2.3118 0.10
O -3.9515 0.6087 -3.1916 -0.56
O -0.8580 -1.5475 0.2148 0.51
O -0.6202 -4.1685 1.6096 -0.56
C -2.1155 -2.2931 -3.2730 -0.29
C -3.3484 -3.9310 0.0098 0.26
C -4.0903 -2.9156 0.8596 -0.39
C 5.0379 -0.8950 -2.2333 -1.38
C 0.1981 2.4994 -3.3019 1.02
C -4.4862 1.0793 -1.9554 -0.70
C -3.9071 1.1043 2.7181 1.05
C 2.8497 -2.9344 2.3629 0.92
C 3.4163 0.1977 1.9316 0.85
C 4.5626 0.4977 -1.8131 0.54
C -0.9143 3.2724 1.0822 1.16
C -0.5842 0.6033 5.1852 -0.88
C 3.6300 -3.1945 1.0866 -1.16
C -0.7575 -2.9372 -3.3911 -0.74
C 2.6701 1.3760 2.5262 -0.70
C 2.2413 -0.5305 -4.5229 -0.32
C -0.7823 -3.8500 2.9957 1.32
C 1.0285 3.2098 -4.3372 -1.22
C -3.5131 2.0342 -1.2703 0.02
C 0.6515 0.1760 -0.6416 -0.59
C -0.2404 3.8230 2.3350 -0.32
C -0.9273 -5.1228 3.7814 -1.53
C -0.1531 -0.3501 0.5228 1.65
C 2.5063 5.1830 -1.3402 -0.82
C -5.0816 0.1497 2.8289 -1.41
C -0.9519 -0.6763 4.4538 1.10
C 2.6230 3.7304 -0.9475 1.03
C 1.3560 -0.4700 -5.7416 -0.56
H -0.1485 3.0764 3.1290 0.08
H 3.0822 5.3540 -2.2545 0.34
H 1.5920 1.2020 2.5084 -0.17
H 2.3162 -3.8438 2.6530 0.35
H 3.0396 -1.2412 -4.7489 0.39
H -1.3292 2.8240 -2.1591 0.06
H -0.1895 2.6234 0.5747 -0.75
H 2.7530 0.3857 -4.2222 0.05
H -0.7495 -3.3556 1.1061 0.12
H -1.4097 -4.9346 4.7408 0.36
H 1.9088 3.6906 -3.8997 0.13
H -3.2191 -4.8352 0.6103 0.37
H -2.3768 -3.5601 -0.3115 -0.17
H -2.8518 -3.0507 -2.9910 0.18
H -4.2277 -1.9791 0.3098 -0.28
H -0.0283 0.4809 -1.4347 0.29
H 1.2974 1.0109 -0.3565 -0.14
H -0.9284 0.6646 6.2155 0.39
H 3.3106 -2.4262 4.2183 0.31
H 0.0098 -5.6680 3.8913 0.31
H 3.4521 -0.7077 2.5440 0.20
H -3.2913 2.8529 -1.9604 0.58
H -0.3605 -0.8993 3.5717 -0.60
H -3.9776 2.4810 -0.3903 0.30
H 2.6262 3.1274 -1.8557 -0.35
H 5.8060 -0.8245 -3.0023 0.30
H -3.8225 -4.8663 -1.6862 0.33
H -1.0653 1.4284 4.6386 0.04
H -0.4828 -3.4483 -2.4668 0.13
H 5.4918 -1.3223 -1.3346 0.43
H 1.3287 -0.5965 -1.0192 0.43
H 3.5383 3.5104 -0.3923 0.42
H -2.0198 -0.6632 4.2188 -0.02
H -1.6610 -3.2129 3.1471 -0.30
H -4.7535 -0.8458 3.1407 0.27
H 5.2192 0.8353 2.3442 0.26
H 2.1176 -2.1300 2.2002 -0.58
H 0.7802 4.1345 2.1053 0.13
H -1.4986 -1.6368 6.0390 0.36
H 4.0067 -2.2954 0.5992 0.02
H 2.2387 6.2517 0.2570 0.34
H -2.4541 -1.8814 -4.2260 0.47
H 3.5995 0.4226 -1.2920 -0.24
H 0.4047 -0.5412 1.4424 -0.98
H -2.5813 -0.5090 -2.5895 -0.10
H 0.8349 1.8483 -2.6919 -0.43
H -4.6291 0.2183 -1.2994 0.10
H -0.7552 -3.7330 -4.1437 0.47
H 3.0246 -3.7331 0.3570 0.38
H -2.6128 1.4978 -0.9641 -0.53
H -3.1106 0.6302 2.1387 -0.47
H 1.8346 3.3742 -0.2763 -0.74
H 4.2402 -1.5570 -2.5725 0.23
H 0.4554 0.1513 -5.6965 0.21
H -3.6498 -2.6755 1.8248 0.04
H -5.5909 0.0205 1.8722 0.38
H -1.0997 4.0840 0.3819 0.33
H -5.4686 1.5422 -2.0709 0.49
H 1.4904 5.4970 -1.6069 0.31
H -0.0107 -2.2028 -3.6878 -0.18
H 1.0125 -1.4994 -5.9126 0.53
H -1.6194 4.7000 3.4071 0.34
H 4.3529 1.0882 -2.7127 0.28
H 0.4792 0.8465 5.1741 0.23
H 1.7925 -0.5690 -7.6535 0.32
H -1.6025 -5.8127 3.2668 0.35
H -5.7932 0.4487 3.6024 0.47
H -5.2107 2.4621 2.2600 0.32
H -1.7873 2.6723 1.3288 -0.42
H 1.7371 -0.9075 -3.6308 -0.02
H 5.4829 0.9498 -0.1799 0.43
H -5.0996 -3.3072 1.0105 0.48
H -0.8986 0.4123 0.8047 -0.82
H -4.0630 1.3145 -3.8369 0.30
H 1.4853 2.5249 -5.0549 0.23
H 0.0824 -3.2300 3.2502 -0.28
H -3.5132 1.2712 3.7289 -0.04
H 2.8729 -0.0952 1.0300 -0.53
H 0.4353 3.9469 -4.8778 0.43
H 2.8887 2.2350 1.8878 0.20
H 4.4766 -3.8313 1.3516 0.41
H -0.4002 1.7557 -3.8545 0.30
H -1.3602 -1.4159 -0.6166 -0.37
H 2.9694 1.6166 3.5480 0.57
```



[6]
Formula: C3H4O
Source: the Open Molecules 2025 dataset
Level of theory: ωB97M-V/def2-TZVPD

Calculated values
- energy above the lowest of the compared OMol25 structures with the same formula, charge and spin (eV) = 5.558
- LUMO (eV) = 0.33

Geometry as XYZ:
```
8
Properties=species:S:1:pos:R:3:mulliken_charge:R:1
O 0.0381 -0.7605 1.0795 -0.20
C -0.6392 0.3792 -0.4517 -0.32
C -0.8655 -1.0523 0.0472 -0.21
C 0.7175 0.0903 0.3928 -0.53
H -1.6569 0.6407 -0.0653 0.27
H 1.2832 -0.6336 -0.1631 0.24
H -0.2972 0.6579 -1.5210 0.25
H 1.4199 0.6783 0.6815 0.49
```



[7]
Formula: C14H26BCl12INO2
Source: the Open Molecules 2025 dataset
Level of theory: ωB97M-V/def2-TZVPD

Calculated values
- LUMO (eV) = -2.56
- net charge = +1

Geometry as XYZ:
```
57
Properties=species:S:1:pos:R:3:mulliken_charge:R:1
I -0.4374 -2.7331 2.4394 0.11
Cl -1.3093 -5.8723 -4.7987 -0.12
Cl -0.8139 -3.6442 -3.0066 -0.10
Cl 0.9706 1.2665 4.8621 -0.12
Cl 3.8789 -4.1913 0.8032 -0.13
Cl 1.2446 -4.4884 -4.8719 -0.12
Cl 0.3273 -1.2226 6.2084 -0.09
Cl 3.0302 -6.7838 -0.1966 -0.12
Cl -4.4331 4.5396 -2.3402 -0.12
Cl -1.7282 0.2006 4.7337 -0.08
Cl 1.2815 -4.4876 -0.4642 -0.04
Cl -2.2609 5.4725 -4.0274 -0.10
Cl -2.6763 2.6275 -3.6405 -0.10
O -0.6372 2.6874 1.9187 -0.49
O -2.1209 -1.5233 0.3707 -0.44
N -1.1922 0.9223 0.3027 -0.46
C -2.6343 0.7590 0.7577 -0.53
C 3.5007 1.8615 -0.8997 -1.29
C 2.0460 1.7371 -1.3744 -0.02
C -0.0926 -5.0211 -3.8592 0.11
C -1.0311 3.4280 -0.5372 -0.74
C -0.2723 0.3571 5.7277 -0.08
C 1.2026 0.1897 0.4951 0.89
C -3.4586 4.2123 -3.7734 -0.05
C 2.5126 -5.2735 0.5360 0.02
C -0.2475 -0.0654 0.9368 -0.53
C -2.8939 -0.6736 1.1803 -0.37
C 2.1403 -0.9209 0.9661 -1.62
C -0.7678 -1.4961 0.6862 -0.38
C 1.3757 0.4091 -1.0289 -0.84
B -0.8761 2.4089 0.6197 0.31
H 2.1132 -1.0446 2.0464 0.36
H 1.9704 -0.4055 -1.4397 0.61
H 2.0656 -5.4938 1.4965 0.28
H 0.2993 -5.6989 -3.1121 0.21
H 1.5455 1.0891 1.0156 0.52
H 4.1930 1.5869 -1.6897 0.33
H 0.2246 3.0821 2.0697 0.34
H 3.1566 -0.6995 0.6568 0.50
H -2.6831 -0.8288 2.2402 0.07
H -4.1167 4.1829 -4.6312 0.38
H 1.4710 2.5622 -0.9538 -0.22
H -3.2535 0.9978 -0.1044 0.49
H -3.9357 -0.9230 1.0092 0.41
H -0.3130 0.1323 2.0065 0.11
H -0.2584 -1.9942 -0.1327 0.41
H 3.7128 1.2845 -0.0041 0.25
H 2.0323 1.8720 -2.4546 0.54
H 1.8747 -1.8814 0.5301 0.09
H -1.9994 3.9265 -0.4559 0.28
H -1.0166 2.9283 -1.5065 0.19
H 0.4260 0.3758 -1.5698 0.33
H -1.2024 0.7996 -0.7049 0.63
H 3.7180 2.9000 -0.6559 0.38
H -0.2396 4.1732 -0.5318 0.40
H -2.8753 1.4861 1.5307 0.37
H -0.5368 0.9088 6.6195 0.39
```



[8]
Formula: C2H5IN2
Source: the Open Molecules 2025 dataset
Level of theory: ωB97M-V/def2-TZVPD

Calculated values
- energy above the lowest of the compared OMol25 structures with the same formula, charge and spin (eV) = 1.028
- LUMO (eV) = -0.60
- SMILES string = [H]/N=N/[C@@H](C)I

Geometry as XYZ:
```
10
Properties=species:S:1:pos:R:3:mulliken_charge:R:1
I -2.4142 -0.7708 0.7981 0.03
N -0.0317 -0.1880 -2.1189 -0.58
N -0.4297 0.3056 -1.0116 -0.03
C 0.6283 0.3092 1.1671 -1.35
C -0.2602 -0.3784 0.1600 0.02
H 0.5966 1.3625 0.9624 0.38
H 1.6015 0.2052 0.8465 0.40
H -0.1903 0.5130 -2.8829 0.26
H 0.2086 -1.4010 0.0171 0.48
H 0.2912 0.0427 2.0623 0.40
```



What did the fourth record say?
Formula: C2H2BrF2I
Source: the Open Molecules 2025 dataset
Level of theory: ωB97M-V/def2-TZVPD

Calculated values
- energy above the lowest of the compared OMol25 structures with the same formula, charge and spin (eV) = 3.553
- LUMO (spin up / spin down) (eV) = -0.49 / -0.98

Geometry as XYZ:
```
8
Properties=species:S:1:pos:R:3:mulliken_charge:R:1
I -0.8345 -2.2634 0.7796 0.09
Br 1.9200 -0.3897 1.1840 -0.03
F -1.9918 0.3906 0.6343 -0.18
F -1.5782 -0.3550 -1.3738 -0.20
C -1.1233 -0.3186 -0.1038 0.16
C 1.2644 0.7078 -0.1224 -0.63
H 1.8212 0.6628 -0.9667 0.39
H 0.5223 1.5656 -0.0312 0.40
```